Record 1
The following is a DFT calculation (ωB97M-V with the def2-TZVPD basis set) of a molecular structure, C67H61Br2Cl2Ge2N2O7RuS4 at a distorted geometry.

Energy above the lowest of the compared OMol25 structures with the same formula, charge and spin (kJ/mol): 0.0
Gap between HOMO and LUMO (spin up / spin down) (eV): 6.89 / 6.89
HOMO energy (spin up / spin down) (eV): -3.38 / -3.25

The geometry in ORCA input format:
```
! RIJCOSX wB97M-V def2-TZVPD def2/J DEFGRID3
* xyz -2 2
Ru 2.47 -0.50 0.22
C -2.65 -0.34 6.40
C -2.67 0.63 5.24
C -3.76 0.68 4.38
C -3.78 1.54 3.30
C -4.99 1.61 2.39
C -2.68 2.37 3.06
C -1.58 2.35 3.93
C -0.40 3.26 3.72
C -1.60 1.47 5.01
C -2.71 3.33 1.92
C -3.36 4.55 2.14
C -3.42 5.51 1.15
C -2.80 5.27 -0.07
C -2.14 4.07 -0.31
C -2.10 3.07 0.68
Ge -1.14 1.33 0.39
S 0.88 1.28 1.18
S -1.20 0.56 -1.75
Ge -1.33 -1.41 -0.64
S 0.63 -2.22 -0.15
S -2.32 -0.45 1.17
C -2.51 -2.78 -1.51
C -3.53 -3.43 -0.80
C -4.33 -4.37 -1.45
C -4.13 -4.68 -2.78
C -3.11 -4.06 -3.48
C -2.29 -3.12 -2.86
C -1.17 -2.55 -3.66
C -1.33 -1.42 -4.46
C -2.67 -0.73 -4.61
C -0.23 -0.92 -5.16
C 1.01 -1.53 -5.08
C 2.21 -0.98 -5.82
C 1.15 -2.68 -4.32
C 0.07 -3.21 -3.62
C 0.25 -4.48 -2.83
C -3.80 -3.21 0.65
C -4.88 -2.41 1.05
C -5.71 -1.64 0.06
C -5.18 -2.31 2.41
C -4.43 -2.96 3.37
C -4.76 -2.84 4.84
C -3.35 -3.73 2.96
C -3.02 -3.87 1.62
C -1.84 -4.71 1.24
C -1.42 3.93 -1.62
C -2.12 3.58 -2.78
C -3.61 3.31 -2.76
C -1.43 3.44 -3.97
C -0.06 3.62 -4.04
C 0.70 3.37 -5.31
C 0.62 4.01 -2.88
C -0.04 4.17 -1.67
C 0.74 4.59 -0.45
H -3.66 -0.54 6.76
H -2.06 0.06 7.23
H -2.19 -1.29 6.10
H -4.61 0.02 4.55
H -5.73 0.87 2.69
H -4.69 1.39 1.36
H -5.44 2.60 2.41
H -0.70 4.25 3.39
H 0.26 2.84 2.95
H 0.18 3.35 4.64
H -0.74 1.45 5.68
H -3.82 4.73 3.10
H -3.93 6.45 1.32
H -2.81 6.02 -0.85
H -5.12 -4.86 -0.88
H -4.76 -5.41 -3.27
H -2.93 -4.31 -4.52
H -3.36 -1.01 -3.82
H -3.12 -1.00 -5.57
H -2.53 0.35 -4.59
H -0.36 -0.02 -5.76
H 2.00 0.02 -6.22
H 2.47 -1.63 -6.66
H 3.08 -0.93 -5.17
H 2.12 -3.16 -4.23
H 1.26 -4.87 -2.97
H -0.48 -5.24 -3.13
H 0.11 -4.29 -1.76
H -5.23 -1.62 -0.92
H -5.84 -0.61 0.40
H -6.70 -2.09 -0.05
H -6.02 -1.69 2.71
H -5.69 -2.28 4.99
H -3.96 -2.33 5.37
H -4.89 -3.83 5.29
H -2.74 -4.23 3.70
H -1.70 -5.52 1.95
H -0.93 -4.10 1.23
H -1.94 -5.14 0.24
H -4.05 3.54 -1.79
H -3.78 2.25 -2.96
H -4.12 3.90 -3.52
H -1.97 3.14 -4.86
H 0.04 3.43 -6.18
H 1.14 2.38 -5.29
H 1.51 4.09 -5.45
H 1.69 4.18 -2.92
H 1.60 5.19 -0.74
H 1.11 3.71 0.08
H 0.13 5.17 0.24
Cl 4.94 0.71 7.60
C 4.51 0.75 5.90
C 4.82 1.90 5.15
C 4.49 1.95 3.83
Cl 4.85 3.37 2.90
C 3.81 0.87 3.13
O 3.51 0.96 1.93
C 3.52 -0.27 3.96
C 2.84 -1.41 3.41
O 2.41 -1.59 2.28
C 3.88 -0.31 5.32
H 5.32 2.74 5.61
H 2.67 -2.22 4.15
H 3.63 -1.19 5.90
Br 4.97 4.57 -3.72
C 4.15 3.19 -2.70
C 3.71 2.04 -3.33
C 3.05 1.10 -2.56
N 2.82 1.28 -1.26
C 3.29 2.36 -0.66
C 3.96 3.36 -1.34
H 3.90 1.87 -4.38
H 2.69 0.18 -2.99
H 3.14 2.43 0.41
H 4.33 4.23 -0.82
O 3.63 -3.53 -2.43
N 3.33 -2.65 -1.61
O 3.48 -2.81 -0.38
O 2.84 -1.54 -2.00
Br 10.43 -3.02 -1.24
C 8.77 -2.68 -0.36
C 8.46 -3.41 0.77
C 7.25 -3.16 1.41
C 6.38 -2.19 0.92
C 6.72 -1.47 -0.22
C 7.92 -1.71 -0.87
C 5.77 -0.40 -0.77
O 6.14 0.25 -1.76
O 4.69 -0.27 -0.11
H 9.14 -4.17 1.14
H 6.98 -3.73 2.29
H 5.43 -2.00 1.39
H 8.16 -1.14 -1.75
*
```



Record 2
The following is a DFT calculation (ωB97M-V with the def2-TZVPD basis set) of 14 unconnected molecules or ions with the total composition C27H68N17O27 at a distorted geometry.

Energy above the lowest of the compared OMol25 structures with the same formula, charge and spin (kJ/mol): 0.0
Gap between HOMO and LUMO (eV): 8.81
HOMO energy (eV): -11.87

The geometry in ORCA input format:
```
! RIJCOSX wB97M-V def2-TZVPD def2/J DEFGRID3
* xyz 1 1
C -0.23 -1.06 1.54
O -0.04 -0.09 0.53
C 1.28 -0.10 -0.02
C 1.29 0.33 -1.48
C 2.32 1.43 -1.81
C 1.64 2.80 -1.87
C 1.24 3.35 -0.51
C 0.34 4.57 -0.64
C -0.46 4.92 0.63
C -1.95 5.09 0.37
C -2.68 3.76 0.59
C -2.39 2.78 -0.55
C -3.22 1.53 -0.39
N -3.07 0.53 -1.45
N -3.68 -0.67 -1.29
C -3.38 -1.42 -2.36
N -2.62 -0.75 -3.22
C -2.44 0.47 -2.65
N -1.70 1.45 -3.21
H -0.86 -0.65 2.33
H -0.69 -1.95 1.11
H 0.70 -1.36 2.01
H 1.91 0.57 0.58
H 1.71 -1.09 0.08
H 1.45 -0.56 -2.08
H 0.30 0.72 -1.75
H 3.13 1.45 -1.09
H 2.76 1.21 -2.77
H 0.79 2.74 -2.54
H 2.36 3.49 -2.32
H 0.71 2.60 0.06
H 2.14 3.62 0.04
H -0.34 4.42 -1.48
H 0.93 5.44 -0.90
H -0.04 5.83 1.05
H -0.32 4.16 1.40
H -2.11 5.35 -0.68
H -2.41 5.83 1.00
H -2.36 3.30 1.52
H -3.76 3.95 0.61
H -1.34 2.51 -0.54
H -2.63 3.27 -1.49
H -2.92 1.03 0.53
H -4.27 1.80 -0.28
H -4.24 -0.95 -0.50
H -3.73 -2.42 -2.51
H -1.99 2.40 -3.30
H -0.80 1.20 -3.58
C -1.10 -5.21 0.32
N -0.44 -5.10 1.65
O 0.53 -5.79 1.86
O -0.93 -4.33 2.44
H -0.55 -5.92 -0.28
H -2.12 -5.53 0.49
H -1.08 -4.22 -0.12
C -4.97 8.70 2.47
N -3.88 7.92 1.82
O -3.00 7.48 2.52
O -3.96 7.77 0.62
H -4.77 8.74 3.53
H -4.97 9.69 2.03
H -5.91 8.19 2.27
C 0.90 -6.75 4.88
N 0.09 -7.70 5.69
O 0.23 -7.71 6.89
O -0.70 -8.41 5.08
H 1.54 -6.19 5.55
H 1.48 -7.34 4.17
H 0.20 -6.11 4.36
C -4.84 -4.79 3.33
N -4.87 -4.92 1.85
O -4.13 -4.19 1.19
O -5.59 -5.76 1.38
H -4.14 -4.01 3.59
H -5.85 -4.54 3.65
H -4.54 -5.75 3.74
C 0.76 8.81 2.25
N 2.15 8.32 2.03
O 3.06 8.95 2.51
O 2.27 7.30 1.38
H 0.82 9.71 2.85
H 0.33 9.00 1.28
H 0.22 8.02 2.77
C -7.03 9.76 6.25
N -7.12 8.83 5.09
O -6.58 7.75 5.18
O -7.72 9.22 4.11
H -6.47 9.27 7.03
H -6.54 10.66 5.90
H -8.05 9.97 6.56
C 3.72 5.63 3.88
N 3.13 4.97 5.08
O 2.18 4.24 4.90
O 3.64 5.22 6.15
H 3.16 5.32 3.01
H 3.65 6.70 4.03
H 4.76 5.32 3.81
C -0.72 -3.16 -4.24
N 0.35 -4.17 -4.43
O 1.09 -4.40 -3.50
O 0.42 -4.70 -5.52
H -0.64 -2.77 -3.23
H -0.57 -2.37 -4.97
H -1.67 -3.65 -4.40
C 5.54 -2.10 -3.79
N 4.79 -0.93 -3.26
O 3.73 -1.13 -2.68
O 5.27 0.17 -3.43
H 4.98 -3.00 -3.57
H 5.65 -1.96 -4.86
H 6.51 -2.11 -3.30
C 3.21 -4.36 -6.94
N 4.41 -3.60 -7.39
O 5.43 -3.70 -6.73
O 4.29 -2.91 -8.38
H 3.47 -4.91 -6.05
H 2.43 -3.63 -6.75
H 2.93 -5.02 -7.75
C 0.41 -2.91 7.72
N 1.72 -3.21 7.06
O 2.65 -2.48 7.29
O 1.75 -4.19 6.34
H 0.54 -2.02 8.32
H -0.32 -2.75 6.92
H 0.15 -3.77 8.32
C 5.33 -7.02 -4.29
N 6.28 -5.91 -4.56
O 7.46 -6.11 -4.44
O 5.79 -4.85 -4.91
H 5.90 -7.90 -3.99
H 4.67 -6.69 -3.49
H 4.77 -7.20 -5.20
C 0.94 -7.83 -6.69
N 2.26 -8.41 -6.30
O 2.92 -8.94 -7.16
O 2.59 -8.29 -5.14
H 0.79 -8.01 -7.75
H 0.19 -8.33 -6.09
H 0.97 -6.77 -6.46
*
```